Run one
{
  "formula": "H24NeO12",
  "method": "ωB97M-V with the def2-TZVPD basis set",
  "homo_energy_ev": -9.96,
  "molar_mass_g_mol": 236.4,
  "charge": 0,
  "species": ["Ne", "O", "H", "H", "O", "H", "H", "O", "H", "H", "O", "H", "H", "O", "H", "H", "O", "H", "H", "O", "H", "H", "O", "H", "H", "O", "H", "H", "O", "H", "H", "O", "H", "H", "O", "H", "H"],
  "coordinates": [[-2.129, -11.541, -7.811], [0.782, -10.056, -8.122], [0.403, -10.819, -7.685], [0.774, -10.284, -9.052], [-1.578, -12.681, -4.077], [-1.449, -12.694, -3.129], [-1.932, -13.546, -4.283], [0.447, -12.279, -6.011], [1.346, -12.066, -5.760], [-0.046, -12.240, -5.192], [-0.285, -13.674, -10.025], [-0.661, -14.015, -9.213], [-0.837, -14.039, -10.716], [-4.012, -13.817, -8.454], [-4.031, -13.239, -9.217], [-3.109, -13.771, -8.140], [-3.541, -8.671, -8.789], [-3.763, -8.310, -7.931], [-3.976, -8.089, -9.413], [-1.298, -14.166, -7.482], [-1.512, -14.723, -6.734], [-0.926, -13.374, -7.093], [-5.371, -11.963, -6.895], [-4.805, -11.523, -6.262], [-4.821, -12.650, -7.272], [-2.490, -9.748, -11.080], [-2.792, -9.284, -10.299], [-1.639, -10.110, -10.830], [-0.040, -10.817, -10.721], [-0.076, -11.653, -10.258], [0.332, -11.033, -11.576], [-4.070, -12.183, -10.802], [-4.955, -11.882, -10.596], [-3.561, -11.380, -10.907], [-3.841, -10.890, -4.602], [-3.075, -11.438, -4.430], [-3.493, -10.000, -4.655]],
  "nbo_charge": [0.000, -0.964, 0.469, 0.482, -0.961, 0.493, 0.489, -0.986, 0.489, 0.495, -0.980, 0.499, 0.480, -0.985, 0.499, 0.477, -0.948, 0.487, 0.475, -0.969, 0.483, 0.505, -0.989, 0.474, 0.482, -0.994, 0.482, 0.494, -0.972, 0.508, 0.489, -0.980, 0.474, 0.504, -0.956, 0.485, 0.470]
}



Run two
{
  "formula": "H24NeO12",
  "method": "ωB97M-V with the def2-TZVPD basis set",
  "homo_energy_ev": -10.02,
  "molar_mass_g_mol": 236.4,
  "charge": 0,
  "species": ["Ne", "O", "H", "H", "O", "H", "H", "O", "H", "H", "O", "H", "H", "O", "H", "H", "O", "H", "H", "O", "H", "H", "O", "H", "H", "O", "H", "H", "O", "H", "H", "O", "H", "H", "O", "H", "H"],
  "coordinates": [[0.012, 0.280, -0.073], [2.383, -2.175, -1.480], [2.217, -2.728, -2.244], [3.172, -2.544, -1.084], [2.478, -0.010, 3.392], [1.671, -0.048, 2.878], [2.182, 0.117, 4.293], [-1.533, 2.641, -1.385], [-1.033, 2.933, -2.147], [-2.442, 2.631, -1.683], [-1.757, -3.777, 0.586], [-0.922, -3.314, 0.662], [-2.316, -3.375, 1.251], [0.661, -0.054, -3.609], [1.471, 0.274, -3.218], [0.557, 0.459, -4.411], [0.860, -2.632, 0.735], [0.844, -1.805, 1.217], [1.375, -2.443, -0.049], [-1.722, 1.436, 1.626], [-1.795, 2.168, 1.013], [-1.436, 1.838, 2.446], [3.283, 0.370, -2.331], [2.954, -0.406, -1.879], [3.263, 1.061, -1.668], [-0.152, -0.798, 2.900], [-0.838, -1.139, 3.474], [-0.607, -0.189, 2.318], [1.350, 3.083, -0.151], [0.551, 2.665, -0.472], [1.506, 3.802, -0.763], [-1.795, -0.018, -2.022], [-0.973, -0.247, -2.455], [-1.656, 0.873, -1.698], [-4.021, -0.013, 1.918], [-4.594, 0.629, 2.339], [-3.199, 0.457, 1.775]],
  "nbo_charge": [0.000, -0.954, 0.501, 0.491, -0.949, 0.480, 0.464, -0.962, 0.487, 0.497, -0.964, 0.492, 0.457, -0.973, 0.494, 0.472, -0.973, 0.478, 0.483, -0.961, 0.500, 0.485, -0.970, 0.491, 0.479, -0.975, 0.491, 0.489, -0.938, 0.473, 0.466, -0.974, 0.487, 0.458, -0.959, 0.457, 0.482]
}



The energy of each structure relative to the most stable one, in kcal/mol, is as follows: run one 0.0; run two 19.5.